A single C8H16N2O3 molecule at a distorted geometry, computed with ωB97M-V with the def2-TZVPD basis set.

Geometry (Å):
C  -0.8219  2.3100  1.0908
C  0.0632  1.7902  -0.0916
C  -0.0323  3.3289  1.8953
C  0.2873  -0.5548  -0.9418
C  -0.9016  -1.3427  -0.4753
C  1.5701  -1.4717  -0.7854
C  2.1475  -2.0305  0.5381
C  1.3291  -2.6803  -1.8102
H  -2.0429  1.8812  2.5778
H  -1.8431  0.5406  1.5076
H  -1.6458  2.6750  0.4813
H  0.8199  2.8282  2.3562
H  -0.6710  3.6809  2.7595
H  0.1779  4.1710  1.1592
H  -0.0640  0.2288  0.7521
H  0.2293  -0.1926  -2.0660
H  2.4919  -0.9590  -1.2217
H  1.4811  -2.6485  1.1922
H  3.1310  -2.6075  0.4053
H  2.5020  -1.1713  1.0455
H  0.4702  -3.4374  -1.5613
H  0.6782  -2.2731  -2.6197
H  2.2109  -3.2682  -1.9778
H  -2.4249  -2.2497  -1.1995
N  -1.3732  1.3063  1.9992
N  0.3957  0.4679  -0.0461
O  0.1793  2.5875  -1.0398
O  -1.0275  -1.5667  0.7548
O  -1.7151  -1.7348  -1.4378

The lowest unoccupied orbital energy is 0.428 eV. Its molar mass is 188.227 g mol⁻¹. The structure (SMILES) is CC(C)[C@H](NC(=O)[C@H](C)N)C(=O)O. As for the strongest force on any atom: 4.6 eV/Å. The calculation puts the gap between HOMO and LUMO at 9.8 eV. The calculation puts the energy above the lowest of the compared OMol25 structures with the same formula, charge and spin at 303.7 kJ/mol. The calculation puts the energy at -649.603238 Ha. The value obtained for the HOMO energy is -9.38 eV. The spin multiplicity is 1.



42 unconnected molecules or ions with the total composition C15H115N3O44P at a distorted geometry, computed with ωB97M-V with the def2-TZVPD basis set.

Geometry (Å):
C  0.4106  -3.7756  3.8332
C  -0.6081  -2.8306  3.1512
C  0.1623  -2.0223  2.1152
O  -0.6926  -1.4542  1.0881
C  -0.2996  -1.6722  -0.2223
N  0.6294  -0.6112  -0.6352
C  0.6091  0.0441  -1.7601
C  -0.3089  -0.1847  -2.9155
C  0.2562  -1.1913  -3.9436
C  0.6818  -2.5368  -3.3682
O  1.3463  -3.2592  -4.3792
C  1.0108  -4.6470  -4.4031
C  1.6234  1.1274  -1.7032
P  0.6451  2.5766  -1.0335
N  1.5024  3.8688  -0.7656
C  2.6322  0.6756  -0.6239
C  3.7924  -0.1247  -1.2243
C  4.5624  0.6510  -2.3052
O  4.6546  2.0295  -1.9555
C  3.9981  0.4619  -3.7340
N  3.8294  1.6599  -4.5348
C  1.7082  -0.1766  0.2664
H  0.5269  -4.6759  3.2295
H  1.3652  -3.2395  3.8410
H  0.0988  -3.9919  4.8510
H  -0.9908  -2.1602  3.9184
H  -1.4408  -3.3648  2.6977
H  0.9438  -2.6417  1.6631
H  0.6408  -1.1768  2.6186
H  0.1973  -2.6380  -0.3613
H  -1.1856  -1.6419  -0.8586
H  -1.3103  -0.4544  -2.5622
H  -0.4159  0.7712  -3.4366
H  1.1299  -0.7459  -4.4204
H  -0.5214  -1.3708  -4.6858
H  1.3766  -2.4172  -2.5221
H  -0.1978  -3.0895  -3.0122
H  0.0303  -4.7721  -4.8664
H  1.7910  -5.1392  -4.9786
H  0.9721  -5.0820  -3.4005
H  1.9919  1.5605  -2.6272
H  -0.0336  2.1209  0.1168
H  -0.3760  2.7418  -1.9869
H  2.4762  3.6690  -0.9856
H  2.9933  1.4671  0.0287
H  3.4479  -1.1013  -1.5896
H  4.5044  -0.3334  -0.4194
H  5.5749  0.2357  -2.2965
H  5.1209  2.0555  -1.1179
H  3.0204  -0.0244  -3.6505
H  4.6191  -0.2313  -4.3002
H  3.4372  2.4300  -4.0176
H  4.6829  1.9511  -4.9805
H  2.2461  -1.0846  0.5675
H  1.3572  0.2928  1.1840
O  -0.9248  1.3221  2.5745
H  -1.6276  1.8125  2.1273
H  -0.8093  0.5269  2.0399
O  -2.6090  3.7176  2.6812
H  -1.7809  3.9398  3.1159
H  -3.0406  4.5709  2.5634
O  7.0539  -1.2499  -1.0450
H  7.9042  -1.2280  -0.5891
H  6.7790  -2.1638  -0.9402
O  -3.4771  -0.7255  -3.4050
H  -4.3773  -1.0475  -3.5236
H  -3.5258  0.1641  -3.7866
O  -0.8487  -7.0144  -5.7835
H  0.0198  -6.9014  -6.1838
H  -1.3817  -6.3244  -6.2077
O  1.0607  6.9081  -1.0794
H  1.8515  7.0192  -0.5454
H  0.8310  5.9746  -0.9627
O  -4.0888  1.4699  -4.9437
H  -4.9894  1.4115  -5.2976
H  -4.1117  2.2703  -4.4074
O  -1.3977  -1.1982  6.1620
H  -0.5159  -0.8628  6.3775
H  -1.9597  -0.4235  6.0873
O  -1.3163  2.4944  -4.1287
H  -2.1670  2.1336  -4.3935
H  -1.2460  3.3400  -4.5849
O  -3.3515  5.8998  4.6037
H  -4.2063  5.6360  4.9688
H  -2.7210  5.4981  5.2064
O  5.0204  1.5561  1.3252
H  4.6698  2.4347  1.4991
H  5.1871  1.2043  2.2163
O  -5.7782  6.2048  6.5403
H  -6.6782  6.2798  6.2020
H  -5.6573  6.9951  7.0847
O  -6.4703  7.0260  3.6238
H  -6.8478  6.1893  3.3360
H  -5.6679  6.7847  4.0954
O  -6.7986  10.1726  2.8665
H  -6.0155  10.2833  3.4137
H  -7.0392  9.2483  2.9943
O  -2.4084  8.4778  3.2547
H  -1.6378  8.5988  3.8147
H  -2.6650  7.5577  3.3942
O  5.2228  1.8286  4.1695
H  4.8619  2.6595  4.4977
H  5.4465  1.3532  4.9765
O  -1.6228  -5.3565  1.1549
H  -2.3726  -5.8604  0.8223
H  -1.6741  -4.5215  0.6820
O  3.2724  -1.6799  3.9674
H  3.1094  -0.7482  3.7722
H  3.7354  -2.0177  3.1915
O  -1.1561  -9.1030  -7.9127
H  -0.4729  -9.7699  -7.7815
H  -1.0922  -8.5098  -7.1537
O  3.7831  2.8982  6.4683
H  2.8340  3.0497  6.3999
H  4.0952  3.5813  7.0744
O  4.6031  0.5543  8.1395
H  5.4998  0.4219  7.8223
H  4.2483  1.3049  7.6404
O  1.5195  -0.9013  6.4199
H  1.6841  -1.3567  5.5881
H  2.1407  -1.3181  7.0332
O  0.2383  -11.7970  -7.3658
H  -0.4112  -12.5044  -7.4355
H  0.8859  -12.1161  -6.7289
O  -3.8577  -6.8105  -5.3575
H  -4.2389  -7.6221  -5.7124
H  -2.9335  -7.0296  -5.2070
O  3.2999  -2.8504  8.3136
H  2.9767  -3.7486  8.2012
H  3.9648  -2.9119  9.0048
O  -4.5786  3.2846  5.4286
H  -4.1605  2.9253  4.6368
H  -4.1936  2.7966  6.1629
O  -4.2462  7.2947  8.7672
H  -3.4780  7.4175  9.3359
H  -4.4891  6.3715  8.8941
O  -2.8819  9.9645  9.1716
H  -3.6145  9.5916  8.6692
H  -2.7216  10.8209  8.7665
O  2.1154  -11.2699  -9.5994
H  1.5373  -11.6184  -8.9057
H  2.9753  -11.6659  -9.4391
O  2.5479  6.8457  -3.6523
H  1.7809  6.7511  -3.0691
H  3.2707  6.4784  -3.1387
O  3.2449  -0.3312  10.7545
H  3.5916  0.3062  11.3836
H  3.5515  -0.0170  9.8953
O  -6.1320  12.8427  1.5439
H  -5.3343  12.9787  2.0600
H  -6.3768  11.9223  1.7034
O  -1.7314  -5.8190  -8.2793
H  -2.5903  -5.4089  -8.4146
H  -1.6666  -6.4866  -8.9773
O  -2.8329  -1.8889  -6.2527
H  -2.2468  -2.5888  -5.9532
H  -2.7534  -1.1982  -5.5847
O  2.7733  -4.2699  -7.1495
H  1.8134  -4.2590  -7.2085
H  2.9832  -3.5734  -6.5193
O  6.0472  -0.4885  4.4589
H  5.2030  -0.9457  4.3315
H  6.0079  0.2921  3.8999
O  -6.2636  -8.3758  -5.7289
H  -7.2242  -8.3748  -5.7513
H  -6.0471  -7.7043  -5.0711
O  -6.1187  3.5321  8.4202
H  -6.9681  3.1689  8.1566
H  -6.0586  4.3736  7.9516
O  9.0553  -2.8781  0.4560
H  9.9053  -2.8235  0.9028
H  8.7855  -3.7940  0.5674
O  -5.8418  0.9748  -7.1905
H  -6.6034  1.3160  -7.6682
H  -5.5562  0.2105  -7.6998
O  -0.9586  -6.3643  -11.2974
H  -0.0826  -6.2645  -11.6803
H  -1.4854  -5.6800  -11.7197

As for the net charge: +1. The lowest unoccupied orbital energy is -3.250 eV. Its molar mass is 1073.036 g mol⁻¹. As for the strongest force on any atom: 1.6 eV/Å. The calculation puts the gap between HOMO and LUMO at 8.0 eV. The calculation puts the energy at -4456.388609 Ha. The value obtained for the HOMO energy is -11.29 eV. The spin multiplicity is 1.